A:
Formula: C11H18
Source: the Open Molecules 2025 dataset
Level of theory: ωB97M-V/def2-TZVPD

**Gap between HOMO and LUMO**: 9.96 eV
**Lowest unoccupied orbital energy**: 0.03650 Ha
**Charge**: 0
**SMILES string**: CCc1ccccc1.CCC

CARTESIAN COORDINATES (ANGSTROEM)
C 0.0818 -2.5294 2.0195
C 0.8638 -2.2535 0.6937
C 0.4838 -1.7111 3.2401
H -0.9999 -2.4579 1.8108
H 0.1536 -3.6215 2.1910
H 1.8582 -2.7274 0.7458
H 0.8797 -1.1742 0.5933
H -0.3734 -1.4041 3.8413
H 1.0831 -2.4020 3.8215
H 0.4127 -2.9794 0.0144
H 0.9831 -0.7663 3.0382
C -1.7210 1.0604 0.4575
C -1.6617 2.5488 0.8549
C -0.6758 0.7745 -0.6057
C 0.6488 1.1357 -0.2965
C -0.9668 0.3961 -1.9184
C 1.7183 0.7889 -1.1135
C 0.1269 0.1568 -2.7697
C 1.4468 0.3886 -2.4258
H -1.2786 0.4645 1.2762
H -2.7544 0.8130 0.3016
H -0.6980 3.0208 0.8351
H 0.9369 1.5381 0.6685
H -1.9493 0.2340 -2.3199
H 2.7611 0.8982 -0.8621
H -0.0457 -0.2464 -3.7644
H 2.2527 -0.0064 -3.0265
H -2.1602 2.8367 1.7731
H -2.2071 3.0619 0.0364

=====

B:
Formula: C11H18
Source: the Open Molecules 2025 dataset
Level of theory: ωB97M-V/def2-TZVPD

**Gap between HOMO and LUMO**: 9.01 eV
**Lowest unoccupied orbital energy**: 0.03010 Ha
**Charge**: 0
**SMILES string**: CC(C)(C)C.c1ccccc1

CARTESIAN COORDINATES (ANGSTROEM)
C 0.9281 -1.0068 -1.3900
C 1.7196 0.1665 -1.3540
C 1.2916 1.1999 -2.2756
C 0.2454 0.9729 -3.1826
C -0.3726 -0.2669 -3.2312
C 0.0328 -1.3337 -2.4139
C -0.4357 0.0595 1.5863
C 0.8269 0.1224 2.1986
C -0.9368 -1.3597 1.9114
C -0.4112 0.0789 0.2748
C -1.2796 1.3005 2.1590
H 1.0655 -1.7861 -0.5697
H 2.5284 0.3965 -0.5766
H 1.7226 2.2302 -2.0791
H -0.0696 1.7360 -3.9438
H -1.1406 -0.3456 -3.9960
H -0.4769 -2.2670 -2.5127
H 1.0383 0.2986 3.4369
H 1.3812 -0.7263 1.9351
H 1.4621 0.8811 1.5027
H -1.9356 -1.6043 1.4778
H -0.1347 -2.1003 1.6762
H -1.3659 -1.5244 2.9802
H -1.3797 -0.4311 -0.1849
H 0.5004 -0.4286 -0.1361
H -0.5258 1.0813 -0.2283
H -0.8532 2.1940 1.7955
H -2.2673 1.1831 1.8506
H -1.1578 1.2795 3.2893

=====

Which structure is most stable? A, by 0.1687 hartree over the runner-up.

=====

A:
Formula: C4H8N
Source: the Open Molecules 2025 dataset
Level of theory: ωB97M-V/def2-TZVPD

**Gap between HOMO and LUMO (alpha / beta)**: 10.00 / 3.86 eV
**Lowest unoccupied orbital energy (alpha / beta)**: -0.19488 / -0.32167 Ha
**Charge**: +1

CARTESIAN COORDINATES (ANGSTROEM)
C 1.6095 -0.8758 0.3665
C 0.8837 1.2598 0.4561
C 1.9532 0.3210 -0.4203
C -3.0840 -0.4814 -0.4673
N 0.6004 0.0391 -0.1102
H 1.3866 -1.8075 -0.1425
H 1.9567 -1.0345 1.4231
H 1.2493 1.3235 1.5185
H 0.4326 2.2294 0.1371
H 2.4655 0.4306 -1.4139
H -3.3632 0.0591 -1.3594
H -3.5662 -0.1112 0.5061
H -2.5241 -1.3520 -0.4938

=====

B:
Formula: C4H8N
Source: the Open Molecules 2025 dataset
Level of theory: ωB97M-V/def2-TZVPD

**Gap between HOMO and LUMO**: 8.21 eV
**Lowest unoccupied orbital energy**: -0.22275 Ha
**Charge**: +1
**SMILES string**: C=[NH+]/C=C/C

CARTESIAN COORDINATES (ANGSTROEM)
C 0.3350 1.3140 1.9115
C 0.4458 0.9370 0.3939
C -0.4158 0.2007 -0.3730
N 0.0476 -0.7225 -1.4199
C -0.6474 -1.7695 -1.8662
H 0.6755 0.6867 2.7475
H 0.9127 2.2460 2.0506
H -0.7606 1.4063 2.2122
H 1.4506 1.0565 0.0139
H -1.5683 0.0581 -0.2891
H 1.1098 -0.9651 -1.4591
H -0.1107 -2.3096 -2.6648
H -1.4742 -2.1387 -1.2575

=====

Which structure is most stable? B, by 0.1779 hartree over the runner-up.

=====

A:
Formula: C4H8N
Source: the Open Molecules 2025 dataset
Level of theory: ωB97M-V/def2-TZVPD

**Gap between HOMO and LUMO**: 6.23 eV
**Lowest unoccupied orbital energy**: -0.29612 Ha
**Charge**: +1
**SMILES string**: C=[NH+]/C=C/C

CARTESIAN COORDINATES (ANGSTROEM)
C 2.1546 -0.3148 0.0048
C 0.6748 -0.7805 0.0967
C -0.3056 0.0220 0.5032
N -1.7046 -0.0281 0.3162
C -1.9739 1.0411 -0.6432
H 2.2731 0.5226 -0.6964
H 2.6600 -1.1468 -0.4782
H 2.6939 -0.1110 0.9272
H 0.4929 -1.8489 0.1966
H 0.0031 1.0702 0.7139
H -1.9702 -1.0303 0.2840
H -2.2021 1.9044 0.0196
H -2.7961 0.7002 -1.2444

=====

B:
Formula: C4H8N
Source: the Open Molecules 2025 dataset
Level of theory: ωB97M-V/def2-TZVPD

**Gap between HOMO and LUMO**: 9.90 eV
**Lowest unoccupied orbital energy**: -0.19435 Ha
**Charge**: +1
**SMILES string**: CC[C@H]1C=[NH+]1

CARTESIAN COORDINATES (ANGSTROEM)
C 0.2231 -0.9764 0.3760
C 0.5166 -1.3647 -0.9698
C 0.3462 0.5278 0.5869
C 0.0467 1.3547 -0.4870
N -0.8976 1.3957 0.3168
H -0.8065 -1.2813 0.5781
H 1.1082 -1.3755 0.8019
H 0.4253 -2.4852 -1.3251
H 1.7079 -1.1140 -1.1158
H 0.8839 0.7935 1.5559
H 0.2531 1.6927 -1.4687
H -0.2131 -1.2636 -1.7396
H -1.8027 1.6819 0.5313

=====

C:
Formula: C4H8N
Source: the Open Molecules 2025 dataset
Level of theory: ωB97M-V/def2-TZVPD

**Gap between HOMO and LUMO**: 10.30 eV
**Lowest unoccupied orbital energy**: -0.19468 Ha
**Charge**: +1
**SMILES string**: C=CC(C)=[NH2+]

CARTESIAN COORDINATES (ANGSTROEM)
C 0.9330 0.5457 0.1882
C 1.3721 1.4402 -0.7255
C -0.3272 -0.1857 0.0501
C -0.4591 -1.5129 0.6582
N -1.2516 0.5056 -0.5625
H 1.4717 0.1773 1.0180
H 2.3573 1.8776 -0.5247
H 0.0823 -1.3207 1.6402
H 0.3113 -2.1948 0.0518
H -1.5116 -1.8242 0.7203
H -2.1844 0.2061 -0.8977
H 0.8930 1.4862 -1.7332
H -0.8990 1.4220 -0.6620

=====

Which structure is most stable? C, by 0.1300 hartree over the runner-up.

=====

A:
Formula: C5H8OS
Source: the Open Molecules 2025 dataset
Level of theory: ωB97M-V/def2-TZVPD

**Gap between HOMO and LUMO**: 8.95 eV
**Lowest unoccupied orbital energy**: 0.02201 Ha
**Charge**: 0

CARTESIAN COORDINATES (ANGSTROEM)
C 0.1813 -1.9955 -1.0080
C -0.7587 -0.7957 -0.6208
C -0.4688 0.1604 0.5391
C 0.6772 1.7548 1.5067
C -0.3546 0.6866 -0.7929
H 1.3282 -2.1339 -0.4658
H -0.3482 -3.0454 -0.6174
H 0.6121 -1.9569 -2.2662
H -1.8695 -1.1612 -0.7313
H -1.4444 0.6229 0.9691
H 1.4677 2.6096 1.4425
H 0.0885 1.8788 2.6083
H 0.5032 0.6481 -1.5140
O 0.7610 0.3257 1.1714
S -0.3748 2.4017 -0.2209

=====

B:
Formula: C5H8OS
Source: the Open Molecules 2025 dataset
Level of theory: ωB97M-V/def2-TZVPD

**Gap between HOMO and LUMO (alpha / beta)**: 8.32 / 7.22 eV
**Lowest unoccupied orbital energy (alpha / beta)**: 0.01978 / 0.02373 Ha
**Charge**: 0

CARTESIAN COORDINATES (ANGSTROEM)
C -1.1187 1.2002 0.7653
C -0.0263 0.5412 1.1879
C -1.0117 1.3920 -0.7163
C 0.7852 0.2606 0.0467
C 0.1583 -2.2416 -0.0604
O 0.2442 0.8234 -1.0706
S 2.5290 0.0974 0.0645
H -1.9562 1.5423 1.3375
H 0.2182 0.2319 2.1834
H -1.8040 0.8684 -1.2675
H -1.0159 2.4480 -1.0166
H -0.8970 -2.1765 0.1238
H 0.7804 -2.5728 0.7427
H 0.4778 -2.4452 -1.0618
H 2.6366 0.0308 -1.2584

=====

Which structure is most stable? B, by 0.1386 hartree over the runner-up.